Formula: C30H85N5O15
Source: the Open Molecules 2025 dataset
Level of theory: wB97M-V/def2-TZVPD

```
135
Properties=species:S:1:pos:R:3:forces:R:3
C -5.408758 11.509841 20.097780 -1.37 -0.99 0.14
C -6.021208 10.144522 20.518651 -0.96 1.27 0.13
C -7.375141 9.816529 19.843288 0.45 0.79 0.19
O -8.365005 10.756893 20.289986 0.26 -0.16 -0.61
C -9.692113 10.326481 19.975635 0.80 -0.30 0.93
N -5.016134 9.132406 20.314931 0.31 -0.65 0.28
H -4.634596 11.810961 20.803538 0.13 -0.03 -0.25
H -6.223318 12.233650 20.123765 0.20 0.25 -0.09
H -5.049216 11.372728 19.077949 0.26 0.32 0.08
H -6.210680 10.166187 21.591837 -0.57 0.43 0.21
H -7.670451 8.794290 20.079749 -0.13 -0.21 0.34
H -7.274937 9.841426 18.758183 0.02 0.19 -0.29
H -10.410969 10.999190 20.443399 0.22 0.15 -0.10
H -9.761593 9.362223 20.479108 -0.65 -0.35 -0.29
H -9.899336 10.238260 18.909148 0.17 0.01 -0.12
H -5.394824 8.271986 20.684213 -0.27 -0.64 -0.33
H -4.420646 9.366439 21.096415 1.14 -0.09 -0.23
C -10.666357 30.231197 19.212150 0.61 0.09 0.77
C -10.943068 28.736656 19.149280 -0.50 0.97 -1.11
C -10.135551 27.973114 18.096395 0.50 0.34 0.67
O -10.223389 28.447408 16.779446 -1.33 -0.55 -0.66
C -11.560862 28.224787 16.254165 0.42 0.80 -0.06
N -10.814951 28.100232 20.434294 -0.16 -0.64 0.36
H -9.623701 30.408566 19.475813 0.28 0.05 -0.17
H -11.226519 30.645990 20.050168 -0.23 0.03 -0.04
H -10.899369 30.820809 18.325499 -0.03 -0.40 -0.13
H -11.987894 28.709128 18.839933 -0.28 -0.47 0.23
H -10.395079 26.917368 18.174872 -0.33 -0.34 -0.25
H -9.095504 28.011701 18.420301 0.30 0.22 -0.28
H -12.273469 28.846035 16.796703 -0.11 -0.11 0.08
H -11.906584 27.191069 16.257829 0.36 -0.26 0.41
H -11.626805 28.544686 15.214260 0.53 0.12 0.04
H -10.002448 28.350755 20.979441 0.21 0.52 -0.21
H -10.680737 27.118265 20.239812 -0.23 -0.39 0.35
C -3.049893 17.294342 14.354191 0.22 0.91 0.68
C -4.132129 17.628548 13.321595 -0.11 -1.19 -0.05
C -4.476595 19.092288 13.098717 0.19 -1.01 0.72
O -4.933455 19.530467 14.364709 0.56 1.81 -0.10
C -5.480322 20.866239 14.297888 -1.34 -1.43 0.52
N -3.749710 16.978518 12.058690 -0.71 -0.14 -0.22
H -2.353825 16.503298 14.075167 -0.31 -0.13 -0.40
H -3.478014 17.012332 15.316098 -0.10 0.05 -0.04
H -2.410706 18.152739 14.560827 0.00 0.19 -0.03
H -5.072410 17.215253 13.686516 -0.15 -0.29 0.19
H -5.317945 19.193255 12.413116 0.13 -0.09 -0.52
H -3.575377 19.558227 12.700190 -0.01 0.73 0.15
H -6.468696 20.772704 13.847926 -0.01 0.15 -0.96
H -4.888458 21.624993 13.785934 0.26 -0.19 0.23
H -5.834120 21.129368 15.294726 0.99 0.28 0.31
H -3.519084 16.018081 12.269592 0.67 -0.14 0.29
H -4.623141 16.792295 11.586948 -0.27 0.48 -0.77
C -14.538044 20.114554 14.449012 -0.35 -1.00 0.98
C -13.131709 19.927601 13.755759 -2.88 -0.34 1.55
C -12.749197 18.447166 13.637562 1.10 0.35 0.84
O -12.733164 17.784062 14.924269 -0.49 0.29 -1.19
C -12.125030 16.497109 14.856080 0.00 0.84 0.60
N -13.361015 20.451465 12.442013 1.31 0.20 -1.27
H -15.274958 19.418561 14.048202 0.24 -0.48 -0.47
H -15.075143 21.050401 14.294733 0.79 0.55 -0.19
H -14.632333 19.911351 15.515747 0.59 0.03 0.23
H -12.369984 20.444188 14.339712 0.10 0.19 -0.34
H -11.728960 18.449356 13.253876 0.31 -0.11 -0.13
H -13.325349 17.946075 12.859710 -0.60 -0.28 0.27
H -11.099285 16.614076 14.506422 0.10 -0.26 -0.34
H -12.698609 15.790003 14.256815 0.03 0.00 -0.19
H -12.067728 16.142283 15.885118 -0.13 -0.10 -0.05
H -13.780755 21.368182 12.501618 0.03 0.02 -0.08
H -14.025485 19.840188 11.989352 -0.16 0.10 -0.23
C -18.403016 13.958697 17.819477 0.39 -1.34 -0.11
C -18.536150 12.787160 16.833091 -1.44 -0.91 0.94
C -18.589969 11.424622 17.559105 -0.42 -1.06 -0.16
O -18.821607 10.351087 16.621995 -0.10 0.21 -0.20
C -18.813313 9.067731 17.240703 0.34 0.73 0.04
N -19.856239 12.993816 16.243497 -0.16 -0.37 -0.26
H -18.370664 14.879770 17.237527 0.62 0.14 0.44
H -17.592074 13.695451 18.498566 0.54 0.96 -0.17
H -19.282974 14.003665 18.461150 -0.21 -0.15 -0.28
H -17.791944 12.663862 16.046291 0.59 0.52 0.21
H -19.417311 11.345362 18.264304 -0.28 0.65 0.21
H -17.711193 11.130343 18.132909 0.57 0.57 -0.02
H -17.815541 8.876241 17.635517 0.27 -0.28 -0.12
H -19.098473 8.313962 16.506798 0.08 0.18 0.02
H -19.470542 9.008227 18.108239 -0.43 0.14 -0.02
H -19.829651 13.846257 15.702442 -0.19 0.02 -0.23
H -20.062997 12.215250 15.634227 -0.19 0.01 -0.29
C -15.674409 27.171199 8.938386 -0.50 1.48 -0.84
C -16.342685 26.948944 7.560386 1.53 -1.02 1.02
O -17.620396 27.476449 7.586099 -0.99 0.66 -0.55
O -16.235548 26.396062 9.950514 0.40 -1.63 0.40
H -15.909772 28.164361 9.320910 0.26 0.86 -0.90
H -14.589045 27.155139 8.839179 0.04 -0.84 0.49
H -16.418860 25.877539 7.374974 -0.07 -0.20 0.20
H -15.729287 27.309055 6.734445 0.07 0.45 0.02
H -17.504099 28.373457 7.264461 -0.55 0.22 0.14
H -17.186847 26.434705 9.827476 -0.18 0.03 0.03
C -10.571185 13.827320 7.078462 -2.16 -0.58 0.89
C -9.494789 13.776596 8.069840 2.11 -0.04 0.24
O -8.616278 14.871276 7.879140 0.51 -0.06 -0.05
O -11.326143 15.005861 7.280208 -0.17 1.22 -0.59
H -11.237445 12.997815 7.315347 -0.03 -0.52 -0.46
H -10.255741 13.763192 6.037077 0.22 0.18 0.19
H -8.942026 12.849137 7.920234 0.36 0.02 -0.07
H -9.749754 13.786878 9.129553 -0.93 -0.20 -0.03
H -9.154397 15.651675 8.030797 -0.03 0.27 -0.11
H -12.049721 14.881834 7.898806 0.12 -0.27 -0.02
C -18.945360 16.903994 9.807049 0.45 -0.24 -1.61
C -18.523085 15.700591 9.025380 1.44 -1.33 0.22
O -17.153931 15.321498 9.377491 -1.04 -0.19 0.04
O -18.265439 18.014880 9.263193 0.13 0.86 0.49
H -18.593898 16.787742 10.832271 -0.52 0.14 0.04
H -20.020507 16.966626 9.638986 -0.32 0.38 0.73
H -18.483988 15.818120 7.942437 -0.47 0.52 -0.05
H -19.163433 14.843177 9.232483 -0.28 -0.01 0.02
H -17.312381 14.478968 9.809496 0.69 -0.09 0.15
H -18.516217 18.128817 8.343549 -0.07 -0.06 -0.04
C -7.904972 18.611490 21.032064 -0.45 0.17 0.95
C -7.497179 19.499063 22.246216 0.51 -0.75 -0.93
O -7.126796 20.786482 21.794950 -0.60 0.20 0.10
O -9.174917 19.029186 20.500931 0.55 0.45 0.03
H -8.069786 17.566220 21.293492 0.61 -0.16 0.41
H -7.116032 18.698027 20.284963 0.04 0.02 -0.05
H -6.577690 19.126819 22.697956 -0.12 -0.47 -0.02
H -8.256047 19.535844 23.027801 -0.26 -0.03 -0.10
H -7.962998 21.185026 21.542933 0.03 0.44 -0.28
H -9.197417 18.655431 19.616961 -0.31 0.13 -0.12
C -9.221018 21.101759 6.811181 -2.28 0.79 0.37
C -10.367823 21.189354 5.804399 0.39 -0.96 -0.81
O -10.490610 19.942151 5.111771 0.26 0.29 -0.67
O -9.811280 20.322552 7.853800 1.30 -1.11 0.63
H -8.984578 22.098820 7.182748 0.24 0.16 0.04
H -8.318347 20.643781 6.406801 -0.31 -0.31 0.16
H -10.237162 21.984687 5.070594 0.01 -0.13 -0.17
H -11.336860 21.290209 6.293159 0.17 0.83 0.45
H -10.847752 19.282210 5.710534 0.09 0.05 0.23
H -10.555819 20.765247 8.267673 0.13 0.36 -0.19
```
Forces are in eV/Å.

Output
F_max (eV Å⁻¹): 3.3
HOMO energy (eV): -9.1
Gap between HOMO and LUMO (eV): 9.2
SMILES: COC[C@H](C)N.COC[C@H](C)N.COC[C@H](C)N.COC[C@H](C)N.COC[C@H](C)N.OCCO.OCCO.OCCO.OCCO.OCCO
LUMO energy (eV): 0.2